Entry from the OMol25 dataset: a cluster of 2 separate species, C4H4N2O in total in a non-equilibrium geometry (ωB97M-V/def2-TZVPD).

The geometry in XYZ format:
```
11
Properties=species:S:1:pos:R:3:forces:R:3:mulliken_charge:R:1
H -2.0649 1.1686 -0.0389 0.10 0.01 -0.02 0.1878
N -1.2168 0.6087 -0.1123 0.24 0.40 0.01 -0.5538
C -0.1916 1.3627 0.0031 -0.08 -0.07 -0.02 0.0860
C 1.2022 0.9497 -0.0443 -0.09 0.01 0.02 -0.7642
C 1.7000 -0.2780 -0.1645 0.58 -0.79 -0.11 0.6474
O 2.2540 -1.2876 -0.2675 -0.71 1.00 0.09 -0.2684
H -0.2894 2.4420 0.1532 -0.02 -0.04 -0.02 0.3153
H 1.9723 1.7114 0.0332 -0.07 -0.11 0.00 0.3156
C -1.1827 -2.2462 0.1498 1.11 -0.90 0.09 0.1518
N -0.3140 -3.0051 0.2390 -1.16 0.74 -0.07 -0.4006
H -1.8690 -1.4263 0.0493 0.10 -0.25 0.01 0.2830
```
Positions in Å, forces in eV/Å.

Results
* charge: 0
* electronic energy: -9238.2748 eV
* energy above the lowest of the compared OMol25 structures with the same formula, charge and spin: 51.03 kcal/mol
* SMILES: [H]/N=C/C=C=O.C#N
* orbital gap: 9.86 eV

---

Entry from the OMol25 dataset: a cluster of 3 separate species, C4H13NO2 in total in a non-equilibrium geometry (ωB97M-V/def2-TZVPD).

The geometry in XYZ format:
```
20
Properties=species:S:1:pos:R:3:forces:R:3:mulliken_charge:R:1
N 2.0706 2.0966 -0.6521 -0.07 -0.05 0.09 -0.3240
C 1.0656 1.4205 -1.2237 -0.66 0.87 -0.39 0.0577
O -0.1244 1.6170 -0.9562 1.00 0.07 0.11 -0.6736
H 1.8727 2.6633 0.1585 0.02 0.00 -0.09 0.2407
H 3.0269 1.8844 -0.8766 -0.05 -0.05 0.04 0.2372
H 1.3704 0.7672 -2.0490 0.01 -0.21 0.19 0.4372
C -2.0444 -0.2930 1.2659 0.06 -0.15 -0.23 -0.9609
C -2.0852 -1.1036 -0.0248 -0.07 0.24 -0.03 -0.2761
O -1.0046 -0.8043 -0.8856 -0.27 2.39 -0.53 -0.6657
H -1.1158 -0.4827 1.8026 0.04 -0.02 0.06 0.2164
H -2.8817 -0.5600 1.9092 -0.06 0.05 0.06 0.3840
H -2.0900 0.7723 1.0380 -0.06 0.04 0.05 0.2738
H -2.0265 -2.1741 0.1945 -0.03 0.06 -0.02 0.2949
H -3.0330 -0.9196 -0.5491 0.00 -0.08 0.10 0.2784
H -0.8252 0.2589 -0.9445 -0.81 -2.83 0.12 0.3837
C 1.5990 -1.0007 0.3232 -2.20 -0.57 -0.21 -1.1848
H 1.5574 -1.9481 0.8577 0.25 -0.17 0.16 0.3430
H 2.5284 -0.9827 -0.2403 -0.19 0.06 -0.41 0.3127
H 1.6241 -0.2227 1.0810 0.01 0.20 0.07 0.3125
H 0.5157 -0.9886 -0.2286 3.07 0.14 0.86 0.3130
```
Positions in Å, forces in eV/Å.

Results
* charge: 0
* electronic energy: -9943.1893 eV
* energy above the lowest of the compared OMol25 structures with the same formula, charge and spin: 23.23 kcal/mol
* SMILES: NC=O.CCO.C
* orbital gap: 9.81 eV

---

- Which value of charge does entry 1 give?
  0

---

- What is the energy above the lowest of the compared OMol25 structures with the same formula, charge and spin in the first record?
  51.03 kcal/mol

---

- Among the records above, which one has the lowest energy above the lowest of the compared OMol25 structures with the same formula, charge and spin?
  C4H13NO2

---

- Look up the charge of the second one.
  0